Record 1
{"formula": "C4H4KO6", "method": "ωB97M-V with the def2-TZVPD basis set", "de_lowest_kcal_mol": 5.23, "mol_weight_da": 187.2, "total_charge": -1, "species": ["O", "C", "O", "K", "O", "O", "C", "O", "O", "C", "C", "H", "H", "H", "H"], "coordinates": [[-1.351771, 0.115159, -1.595234], [-1.422732, 1.205227, -0.969728], [-1.703269, 2.316279, -1.427176], [0.024650, -1.382176, -2.609414], [0.892487, -1.303194, -0.224108], [2.106833, 0.401481, 0.216400], [1.862119, -0.502295, -0.672243], [1.987135, -0.357084, -1.906675], [-1.131811, 1.203068, 0.375239], [-0.880049, -0.005994, 1.070283], [0.602027, -0.292711, 1.256033], [-1.334352, 0.101399, 2.065187], [-1.366898, -0.842942, 0.555370], [0.737352, -1.145857, 1.937641], [0.978281, 0.489642, 1.928423]], "forces_ev_per_a": [[-0.7611, 0.1866, 0.6206], [-0.1375, 0.6554, -1.2240], [-0.0190, -0.2007, 0.3094], [-0.4228, -0.8858, -0.8183], [0.9172, -0.5020, 0.9890], [1.2894, -0.9218, -0.4126], [-3.2398, 3.0784, -0.1421], [2.5765, -0.7055, -0.0853], [0.0570, -0.0071, 1.1235], [0.0719, -0.5122, -1.1736], [-0.6638, -0.6451, 2.1561], [0.2512, 0.0790, 0.0026], [0.0211, 0.2005, 0.0412], [-0.2413, -0.2977, -0.6217], [0.3011, 0.4779, -0.7649]], "nbo_charge": [-0.91, 0.97, -0.75, 0.96, -0.72, -0.69, 0.94, -0.82, -0.56, -0.11, -0.03, 0.17, 0.19, 0.17, 0.17]}

---

Record 2
{"formula": "C4H4LaO3", "method": "ωB97M-V with the def2-TZVPD basis set", "multiplicity": 2, "mol_weight_da": 239.0, "total_charge": 2, "species": ["O", "C", "O", "O", "La", "C", "C", "C", "H", "H", "H", "H"], "coordinates": [[2.472959, -0.091510, -1.255271], [1.723970, 0.444604, -0.380450], [0.559004, -0.395587, -0.283946], [1.804985, 1.469084, 0.239577], [1.767967, -2.138426, -1.830035], [-0.713416, 0.229813, 0.292750], [-1.707852, 0.614150, -0.549851], [-0.572294, -0.451434, 1.494559], [-1.501516, 0.737622, -1.614140], [-2.696242, 0.838802, -0.149595], [0.331755, -0.374778, 2.098211], [-1.469323, -0.882341, 1.938187]], "forces_ev_per_a": [[2.0031, -3.1582, -2.3012], [-2.5404, 3.7151, 2.6739], [1.4219, 0.5058, -2.9363], [0.1121, -2.1977, -1.1967], [-0.2268, 2.7861, 1.3582], [-0.2029, -2.2340, -1.0049], [1.3332, -0.1419, 0.5515], [-2.0725, 0.4350, 2.6527], [-0.2148, 0.0768, 0.3364], [0.3487, 0.1233, -0.0814], [-0.1859, -0.1978, -0.3490], [0.2243, 0.2876, 0.2968]], "lowdin_spin": [0.00, 0.00, 0.05, 0.00, 0.01, 0.05, 0.25, 0.55, 0.01, 0.01, 0.03, 0.03]}

---

Record 3
{"formula": "C4H4LiMnO5", "method": "ωB97M-V with the def2-TZVPD basis set", "de_lowest_kcal_mol": 133.75, "multiplicity": 6, "mol_weight_da": 193.9, "total_charge": 1, "species": ["O", "C", "C", "O", "O", "C", "Li", "H", "H", "H", "C", "O", "O", "Mn", "H"], "coordinates": [[-2.829422, -0.444975, -0.211842], [-2.788237, 0.734173, 0.407488], [-1.488399, -0.721577, -0.713639], [-3.694592, 1.534414, 0.390493], [-1.543090, 1.046097, 0.744549], [-0.593694, 0.017900, 0.244150], [0.902458, 1.608523, -0.293864], [-1.474174, -0.371878, -1.757405], [-1.307879, -1.802409, -0.714159], [-0.395247, -0.557714, 1.163503], [2.732365, -0.599300, 0.088991], [2.571241, 0.640822, -0.256331], [3.871427, -0.913271, 0.522281], [4.446558, 0.949073, 0.052216], [1.590688, -1.119878, 0.333576]], "forces_ev_per_a": [[0.3942, -1.1032, -0.2675], [-1.6646, 2.0070, -2.0771], [-0.3211, -0.4136, 0.0120], [0.7306, -1.1805, 1.0616], [1.9787, 0.2832, 0.3255], [-0.7806, 0.5473, 0.9166], [-0.6685, -0.5247, 0.1199], [0.0855, 0.0421, 0.2768], [-0.1621, 0.1948, 0.0386], [0.1778, -0.1811, -0.3514], [-3.0635, -0.5849, 2.8221], [-0.6198, 0.3206, -1.0315], [-1.0237, -0.9354, -0.8520], [1.6601, 0.8121, 0.1419], [3.2770, 0.7164, -1.1351]], "lowdin_spin": [0.01, 0.00, 0.02, 0.01, 0.05, 0.22, -0.01, 0.00, 0.00, 0.01, 0.01, 0.03, 0.05, 4.59, -0.01]}

---

Record 4
{"formula": "C4H4N2", "method": "ωB97M-V with the def2-TZVPD basis set", "de_lowest_kcal_mol": 38.19, "mol_weight_da": 80.1, "total_charge": 0, "species": ["N", "C", "C", "C", "C", "N", "H", "H", "H", "H"], "coordinates": [[-1.969708, -1.770480, 0.131444], [-1.416709, -0.829862, -0.052739], [-0.730067, 0.473102, -0.303468], [0.728659, 0.568352, 0.215595], [1.496122, -0.715778, -0.005339], [2.088838, -1.788675, -0.144490], [-1.315075, 1.137421, 0.346354], [-0.961830, 0.805739, -1.168345], [0.747602, 0.821744, 1.271991], [1.332172, 1.298437, -0.291007]], "forces_ev_per_a": [[-2.8758, -4.9098, 1.0067], [3.5746, 5.4535, -1.3645], [0.2625, -2.1766, 7.2812], [0.4815, -1.8098, -0.6714], [3.2638, -6.4211, -0.4441], [-3.9812, 7.3549, 0.8614], [0.1705, 0.1397, 0.0432], [-0.7362, 1.9019, -6.4100], [-0.0256, -0.2264, 0.0763], [-0.1341, 0.6937, -0.3788]], "nbo_charge": [-0.29, 0.27, -0.46, -0.49, 0.26, -0.30, 0.25, 0.24, 0.26, 0.26]}

---

Record 5
{"formula": "C4H4N2", "method": "ωB97M-V with the def2-TZVPD basis set", "de_lowest_kcal_mol": 35.66, "mol_weight_da": 80.1, "total_charge": 0, "species": ["C", "C", "C", "N", "C", "N", "H", "H", "H", "H"], "coordinates": [[-0.157062, -0.443783, 1.051135], [-0.338731, -0.006045, -0.405718], [-0.164053, 1.452482, -0.560932], [0.000210, 2.590773, -0.673768], [1.685822, -1.006280, -1.630143], [0.642487, -0.653646, -1.214579], [-0.219273, -1.533784, 1.104609], [-0.933797, -0.002562, 1.678992], [0.825301, -0.128685, 1.412112], [-1.340904, -0.268470, -0.761708]], "forces_ev_per_a": [[-0.0274, -0.0134, 0.1152], [-0.0702, 0.0396, 0.0912], [0.0985, 1.1036, -0.0799], [-0.2307, -1.1429, 0.1527], [-1.0172, 0.1381, 0.1771], [1.1681, -0.2429, -0.3184], [-0.0310, 0.1795, -0.0082], [0.0897, -0.0333, -0.0780], [-0.1649, -0.0357, -0.0555], [0.1852, 0.0073, 0.0039]], "nbo_charge": [-0.59, -0.15, 0.26, -0.27, 0.35, -0.55, 0.23, 0.23, 0.23, 0.26]}

---

Record 6
{"formula": "C4H4N2", "method": "ωB97M-V with the def2-TZVPD basis set", "de_lowest_kcal_mol": 163.65, "mol_weight_da": 80.1, "total_charge": 0, "species": ["C", "C", "C", "C", "N", "N", "H", "H", "H", "H"], "coordinates": [[0.412762, -0.846155, -0.614418], [-0.537405, -1.297037, -1.461897], [-1.841353, -0.293769, -0.294563], [0.485407, 1.031476, 0.951595], [-1.757221, -1.189022, -1.142480], [-0.172185, -0.025497, 0.224469], [1.509669, -0.965123, -0.748214], [1.148885, 1.435285, 0.231006], [-0.295572, 1.625227, 1.253598], [1.047013, 0.524615, 1.600903]], "forces_ev_per_a": [[3.2713, 0.8621, 0.9991], [1.8800, -1.3794, -2.3614], [-0.7901, 4.2351, 3.3512], [-1.0976, -1.0138, -3.8679], [-2.6450, -2.8223, -1.6594], [-1.1915, -2.0326, -1.1104], [-0.9393, 0.1362, 0.1626], [0.6191, 1.4162, -0.3608], [-1.1577, 1.8745, 1.3285], [2.0507, -1.2761, 3.5184]], "nbo_charge": [-0.13, 0.32, 0.29, -0.41, -0.59, -0.32, 0.21, 0.20, 0.23, 0.21]}

---

| no. | DFT total energy (Ha) |
| --- | --- |
| 1 | -1206.23488 |
| 2 | -411.34646 |
| 3 | -1689.18649 |
| 4 | -264.26557 |
| 5 | -264.26960 |
| 6 | -264.06563 |